Record 1
# C12H15AuOSe4

A molecular structure, C12H15AuOSe4 (wB97M-V/def2-TZVPD, OMol25).

Atoms and positions in Å:
1 Au 0.1685 1.4636 -1.2325
2 Se -0.7102 -0.1427 -3.1261
3 Se 1.3134 -1.3377 -3.1488
4 Se 2.8303 0.2498 -3.9364
5 Se 3.0084 1.8137 -2.2012
6 C 0.2034 4.3548 -2.2627
7 C -0.7349 3.1747 -2.0024
8 O -1.9358 3.3424 -2.0881
9 H -0.3562 5.2042 -2.6732
10 H 1.0125 4.0400 -2.9230
11 H 0.6656 4.6286 -1.3104
12 C -0.4502 0.2321 2.9408
13 C -0.5966 0.0385 1.4209
14 C -2.0545 0.2930 1.0416
15 C 0.3177 0.9633 0.6131
16 C -0.1414 -1.3770 1.0538
17 C 1.1732 -1.7675 1.3278
18 C 1.6424 -3.0207 0.9758
19 C 0.8015 -3.9333 0.3467
20 C -0.5028 -3.5627 0.0731
21 C -0.9679 -2.2947 0.4186
22 H -0.7484 1.2500 3.2076
23 H 0.5840 0.0859 3.2576
24 H -1.0797 -0.4715 3.4989
25 H -2.3033 1.3285 1.2798
26 H -2.7362 -0.3696 1.5899
27 H -2.2022 0.1649 -0.0316
28 H 1.2489 1.1667 1.1603
29 H 1.8498 -1.0616 1.7930
30 H 2.6782 -3.2763 1.1662
31 H 1.1712 -4.9067 0.0473
32 H -1.1708 -4.2536 -0.4282
33 H -1.9777 -2.0189 0.1517

Properties
Net charge: -2
HOMO energy (alpha / beta), eV: 0.0 / 0.0

Löwdin atomic charge list, values in e, 5 entries: 0.591, -0.166, -0.289, -0.327, -0.302

***

Record 2
# C43H47IN5O3P2RuS2Se2Si

A molecular structure, C43H47IN5O3P2RuS2Se2Si (wB97M-V/def2-TZVPD, OMol25).

Atoms and positions in Å:
1 Ru 0.0425 0.3074 -0.7823
2 Se -1.7365 1.6896 2.4794
3 P -2.5852 -0.2260 1.9655
4 Se -1.4081 -1.5342 0.6655
5 C -2.9243 -1.1718 3.4852
6 C -3.2724 -2.5146 3.3696
7 C -3.5235 -3.2568 4.5103
8 C -3.4146 -2.6694 5.7638
9 C -3.0747 -1.3306 5.8778
10 C -2.8327 -0.5778 4.7390
11 C -4.1924 0.0865 1.1647
12 C -4.8299 1.3149 1.3091
13 C -6.0515 1.5325 0.6898
14 C -6.6360 0.5258 -0.0637
15 C -6.0023 -0.7019 -0.2013
16 C -4.7771 -0.9239 0.4054
17 H -3.3216 -2.9748 2.3912
18 H -3.7966 -4.2997 4.4234
19 H -3.5848 -3.2607 6.6534
20 H -2.9944 -0.8728 6.8547
21 H -2.5683 0.4695 4.8242
22 H -4.3678 2.0999 1.8917
23 H -6.5430 2.4907 0.7938
24 H -7.5854 0.6986 -0.5531
25 H -6.4624 -1.4855 -0.7885
26 H -4.2631 -1.8690 0.2830
27 C -0.2048 4.7708 1.6138
28 C 0.6906 5.0688 0.4295
29 C 0.3550 6.3874 -0.2436
30 O 0.6881 3.9621 -0.5108
31 P -0.4221 3.2844 -1.3892
32 S 0.5761 2.3135 -2.8046
33 S -1.6326 1.9907 -0.3285
34 O -1.2893 4.5266 -1.8563
35 C -2.5951 4.5905 -2.5048
36 C -2.7179 3.5744 -3.6260
37 C -3.7187 4.4621 -1.4861
38 H -0.1448 5.5811 2.3400
39 H 0.1010 3.8445 2.1021
40 H -1.2436 4.6631 1.2949
41 H 1.7335 5.0870 0.7491
42 H -0.7164 6.4884 -0.4054
43 H 0.8591 6.4593 -1.2063
44 H 0.6921 7.2098 0.3869
45 H -2.6053 5.5994 -2.9197
46 H -2.6993 2.5641 -3.2137
47 H -1.8941 3.6740 -4.3316
48 H -3.6601 3.7271 -4.1511
49 H -3.8152 3.4395 -1.1284
50 H -4.6572 4.7609 -1.9526
51 H -3.5337 5.1163 -0.6328
52 N 1.6294 1.0570 4.5995
53 C 2.7070 1.2311 3.8327
54 N 3.9041 1.3885 4.4025
55 N 2.6829 1.2764 2.5176
56 C 1.7859 1.1277 1.6359
57 N 1.1226 1.0445 0.6801
58 H 1.6799 1.0755 5.6031
59 H 0.7220 0.9549 4.1695
60 H 4.0428 1.2713 5.3896
61 H 4.7038 1.4411 3.7919
62 I -4.7126 -0.1156 -4.3369
63 C -2.6617 -0.3958 -4.0325
64 C -1.7953 -0.6328 -5.0884
65 C -0.4556 -0.8398 -4.7972
66 C -0.0245 -0.7352 -3.4898
67 N -0.8615 -0.4435 -2.4837
68 C -2.1649 -0.3168 -2.7452
69 H -2.1588 -0.6480 -6.1066
70 H 0.2630 -1.0545 -5.5751
71 H 1.0164 -0.8690 -3.2325
72 H -2.8169 -0.1186 -1.9040
73 O 1.3578 -1.2260 -0.9973
74 Si 2.6299 -2.1780 -0.8308
75 C 3.1680 -2.7017 -2.5775
76 C 2.2469 -3.2808 -3.4495
77 C 2.6465 -3.7457 -4.6944
78 C 3.9726 -3.6234 -5.0871
79 C 4.8941 -3.0311 -4.2374
80 C 4.4951 -2.5788 -2.9850
81 C 2.3577 -3.8209 0.0716
82 C 1.1762 -4.1499 0.7277
83 C 1.0559 -5.3499 1.4169
84 C 2.1176 -6.2405 1.4463
85 C 3.2946 -5.9366 0.7762
86 C 3.4104 -4.7371 0.0893
87 C 4.0346 -1.2206 0.0185
88 C 4.3889 0.0286 -0.4993
89 C 5.4127 0.7727 0.0669
90 C 6.0930 0.2808 1.1727
91 C 5.7474 -0.9522 1.7080
92 C 4.7210 -1.6946 1.1352
93 H 1.2072 -3.3743 -3.1510
94 H 1.9232 -4.2094 -5.3542
95 H 4.2853 -3.9930 -6.0551
96 H 5.9249 -2.9203 -4.5501
97 H 5.2231 -2.1221 -2.3238
98 H 0.3410 -3.4658 0.7052
99 H 0.1320 -5.5831 1.9322
100 H 2.0275 -7.1751 1.9849
101 H 4.1229 -6.6337 0.7882
102 H 4.3299 -4.5143 -0.4424
103 H 3.8617 0.4170 -1.3650
104 H 5.6849 1.7294 -0.3617
105 H 6.9125 0.8497 1.6009
106 H 6.2868 -1.3461 2.5615
107 H 4.4696 -2.6631 1.5519

Properties
Net charge: +1
Spin multiplicity: 5
HOMO energy (alpha / beta), eV: -9.6 / -10.5
Expectation value of S²: 6.022

Löwdin atomic charge list, values in e, 5 entries: 0.978, 0.460, 0.231, 0.432, -0.395

***

Record 3
# C4H14NOS

2 unconnected molecules or ions with the total composition C4H14NOS (wB97M-V/def2-TZVPD, OMol25).

Atoms and positions in Å:
1 C -0.7293 -0.3077 1.2762
2 C -0.3800 -1.6256 0.5416
3 C 0.4439 -1.3805 -0.7872
4 S -0.1875 0.0795 -1.6528
5 C -0.2785 -0.5164 -3.3479
6 N 0.4997 0.5990 1.3596
7 H -1.5807 0.0637 0.7000
8 H -1.1123 -0.3874 2.2905
9 H -1.3130 -2.1463 0.3219
10 H 0.1855 -2.3183 1.1644
11 H 0.2774 -2.2435 -1.4277
12 H 1.4945 -1.3450 -0.4802
13 H -0.8662 0.2080 -3.9011
14 H -0.8766 -1.4342 -3.3214
15 H 0.6823 -0.7552 -3.7997
16 H 1.2534 0.2209 1.9210
17 H 0.7390 0.6507 0.3598
18 H 0.1357 1.5357 1.5740
19 H 1.3012 3.6314 2.4319
20 H -0.0918 4.0621 2.6662
21 O 0.4033 3.4093 2.1110

Properties
Net charge: +1
HOMO energy, eV: -12.4

Löwdin atomic charge list, values in e, 5 entries: -0.177, -0.219, -0.464, 0.844, -0.377

***

ΔE to the lowest compared entry with this formula, charge and spin, respectively: 11.3 113.9 76.8 kJ/mol.
DFT total energy, respectively: -10282.88900 -9130.31544 -688.73347 a.u..